ORCA calculation (ωB97M-V with the def2-TZVPD basis set) on 12 unconnected molecules or ions with the total composition C48H62N10O6 in a non-equilibrium geometry.

- F_max: 0.0358 hartree/bohr
- LUMO level: 0.128 eV
- Gap between HOMO and LUMO: 0.285 Eh
- Multiplicity: 1
- Total charge: 0
- Energy above the lowest of the compared OMol25 structures with the same formula, charge and spin: 1.367 eV
- E_tot: -77965.0149 eV
- HOMO energy: -7.64 eV
- Structure (SMILES): C[C@H]1COC(=O)O1.C[C@H]1COC(=O)O1.c1cc[nH]c1.c1cc[nH]c1.c1cc[nH]c1.c1cc[nH]c1.c1cc[nH]c1.c1cc[nH]c1.c1cc[nH]c1.c1cc[nH]c1.c1cc[nH]c1.c1cc[nH]c1

Geometry (Å):
C (-22.6453, 22.9205, 8.4327)
C (-21.2104, 23.1560, 8.7967)
C (-20.8344, 24.6484, 8.7800)
O (-20.2171, 24.8881, 10.0486)
C (-20.2455, 23.7416, 10.7744)
O (-19.6600, 23.5912, 11.7979)
O (-21.0557, 22.8379, 10.2029)
H (-22.9321, 21.8702, 8.4930)
H (-22.8536, 23.2658, 7.4176)
H (-23.3139, 23.4382, 9.1217)
H (-20.5160, 22.5250, 8.2440)
H (-21.7287, 25.2697, 8.7468)
H (-20.1677, 24.8876, 7.9546)
C (-15.6910, 20.1776, 11.1399)
C (-16.6475, 20.1998, 9.9651)
C (-16.9990, 18.7994, 9.3948)
O (-18.4074, 18.9237, 9.1877)
C (-18.9007, 19.9796, 9.8349)
O (-20.0551, 20.2721, 9.8724)
O (-17.9248, 20.6875, 10.4318)
H (-14.6972, 19.9032, 10.7860)
H (-15.9196, 19.2463, 11.6627)
H (-15.8062, 21.0526, 11.7644)
H (-16.3538, 20.8594, 9.1479)
H (-16.7705, 17.9282, 10.0034)
H (-16.5130, 18.7524, 8.4200)
C (-22.5729, 16.1300, 10.5592)
C (-21.3913, 16.7359, 10.0211)
C (-20.4083, 15.7840, 10.1297)
N (-20.9541, 14.6096, 10.5361)
C (-22.2768, 14.8238, 10.8458)
H (-23.5707, 16.4855, 10.7648)
H (-21.1944, 17.7581, 9.7409)
H (-19.3793, 15.9028, 9.8271)
H (-20.4708, 13.7498, 10.7215)
H (-22.7873, 14.0954, 11.4539)
C (-16.1646, 16.1447, 13.4608)
C (-14.7482, 15.9475, 13.4971)
C (-14.1643, 17.1691, 13.6492)
N (-15.1562, 18.1066, 13.7612)
C (-16.3672, 17.4867, 13.6049)
H (-16.9103, 15.3762, 13.3502)
H (-14.3238, 14.9573, 13.4626)
H (-13.1169, 17.4180, 13.6164)
H (-15.0321, 19.1033, 13.6617)
H (-17.2831, 18.0531, 13.6676)
C (-14.4760, 15.7759, 8.4615)
C (-14.3048, 15.7315, 9.8794)
C (-13.4291, 14.7231, 10.1560)
N (-13.1723, 14.0589, 8.9821)
C (-13.7427, 14.7485, 7.9410)
H (-15.1415, 16.4256, 7.9155)
H (-14.8357, 16.2875, 10.6368)
H (-12.9257, 14.4296, 11.0612)
H (-12.4282, 13.4040, 8.8138)
H (-13.6002, 14.4043, 6.9303)
C (-24.9489, 19.9485, 11.8755)
C (-25.0219, 21.2682, 12.3770)
C (-23.8436, 21.8834, 12.0124)
N (-23.1401, 21.0175, 11.2382)
C (-23.8762, 19.8797, 11.0114)
H (-25.6048, 19.1323, 12.1380)
H (-25.6476, 21.7180, 13.1317)
H (-23.4140, 22.8273, 12.3034)
H (-22.2227, 21.1626, 10.8457)
H (-23.6070, 19.0218, 10.4205)
C (-15.5751, 21.5810, 14.8474)
C (-15.2130, 21.0428, 16.1134)
C (-13.9068, 20.6617, 16.0085)
N (-13.4231, 21.0741, 14.7955)
C (-14.4476, 21.6337, 14.0715)
H (-16.5464, 21.9184, 14.5179)
H (-15.8615, 20.9807, 16.9703)
H (-13.2780, 20.1435, 16.7129)
H (-12.5956, 20.6532, 14.3982)
H (-14.3539, 22.1100, 13.1123)
C (-15.4180, 25.3954, 12.9500)
C (-15.6235, 26.5258, 12.1219)
C (-16.5601, 26.1924, 11.1725)
N (-16.8085, 24.8633, 11.3301)
C (-16.1761, 24.3684, 12.4181)
H (-14.8267, 25.2885, 13.8443)
H (-15.2902, 27.5218, 12.3673)
H (-17.0561, 26.7834, 10.4237)
H (-17.4758, 24.3340, 10.7964)
H (-16.3048, 23.3557, 12.7563)
C (-17.0666, 15.2400, 5.8966)
C (-18.1280, 15.5375, 6.7848)
C (-18.4119, 16.8735, 6.6293)
N (-17.6593, 17.3509, 5.5998)
C (-16.7892, 16.3804, 5.1788)
H (-16.5582, 14.3042, 5.7314)
H (-18.5444, 14.9236, 7.5668)
H (-19.0329, 17.5570, 7.1834)
H (-17.6300, 18.3390, 5.3983)
H (-16.1522, 16.4849, 4.3164)
C (-17.6841, 20.7395, 5.8025)
C (-18.4102, 20.3668, 4.6380)
C (-17.5004, 19.9799, 3.6904)
N (-16.2535, 20.0400, 4.2606)
C (-16.3586, 20.5163, 5.5393)
H (-18.1172, 21.0780, 6.7297)
H (-19.4673, 20.4788, 4.4631)
H (-17.5735, 19.6389, 2.6721)
H (-15.3785, 19.7515, 3.8592)
H (-15.5481, 20.4715, 6.2400)
C (-12.1164, 20.5386, 11.2701)
C (-11.1813, 19.9742, 12.1930)
C (-10.6476, 20.9675, 12.9592)
N (-11.3066, 22.1321, 12.6035)
C (-12.1069, 21.8854, 11.5412)
H (-12.5773, 20.0866, 10.4109)
H (-10.9586, 18.9249, 12.3164)
H (-9.7968, 21.0316, 13.6146)
H (-11.0676, 23.0528, 12.9281)
H (-12.6510, 22.7181, 11.1194)
C (-14.5706, 23.8623, 8.9796)
C (-14.8574, 24.4836, 7.7305)
C (-14.5100, 23.5736, 6.7636)
N (-14.2735, 22.3765, 7.3766)
C (-14.3341, 22.5385, 8.7434)
H (-14.7769, 24.3098, 9.9404)
H (-15.1493, 25.5039, 7.5465)
H (-14.5688, 23.6355, 5.6892)
H (-14.1192, 21.5140, 6.8891)
H (-14.1623, 21.7195, 9.4195)

Atomic forces in eV per Å
C -0.55 -0.35 -0.33
C -0.43 0.38 0.82
C -0.40 -0.13 0.03
O 0.58 -0.37 -0.42
C -0.18 0.13 0.30
O -0.03 0.02 0.06
O 0.38 0.13 -0.34
H 0.23 -0.05 -0.08
H 0.06 0.02 0.01
H 0.14 0.19 0.00
H 0.03 0.01 -0.06
H 0.00 0.03 -0.20
H 0.14 0.18 0.15
C -0.40 -1.53 -0.94
C -0.17 -0.45 0.62
C 0.27 1.40 -0.62
O -0.08 -0.69 -0.31
C -0.05 0.47 0.40
O -0.24 -0.20 -0.14
O 0.01 -0.16 -0.23
H 0.27 0.88 0.06
H -0.40 0.40 0.57
H 0.43 0.07 0.00
H 0.15 0.08 0.08
H -0.02 0.09 0.21
H -0.13 -0.60 -0.04
C -0.30 -0.46 -0.13
C -0.13 -0.31 0.98
C 0.34 0.50 -1.15
N -0.24 0.01 0.60
C 0.61 0.01 0.32
H 0.16 0.54 -0.20
H -0.23 0.03 -0.07
H 0.04 -0.31 0.05
H 0.13 0.12 -0.03
H -0.33 -0.07 -0.37
C 0.51 0.10 0.03
C -0.86 -0.61 0.02
C 0.36 -0.06 -0.07
N 0.04 -0.14 -0.51
C -0.44 0.30 0.21
H -0.08 0.06 0.05
H 0.45 0.20 -0.10
H -0.04 0.21 0.21
H 0.09 0.03 0.36
H 0.02 0.01 -0.04
C -0.34 -0.08 0.27
C -0.11 0.19 0.00
C 0.08 -0.56 -0.06
N 0.67 0.61 -0.46
C -0.18 -0.26 -0.02
H 0.04 -0.03 -0.08
H 0.20 0.27 -0.05
H -0.29 -0.09 0.13
H -0.04 -0.05 0.31
H -0.11 0.07 -0.03
C -0.87 0.02 -0.72
C 1.12 0.34 1.00
C 0.07 -0.11 -0.01
N 0.10 -0.44 -1.42
C -0.18 -0.24 1.79
H -0.22 0.09 -0.39
H -0.38 -0.30 -0.15
H -0.08 0.05 -0.05
H -0.04 0.25 0.04
H 0.59 0.22 -0.06
C -0.04 0.48 -0.04
C -0.37 -0.22 -0.35
C 0.09 0.23 0.39
N 0.07 -0.53 -0.11
C -0.47 -0.20 0.17
H -0.01 0.18 0.26
H 0.06 -0.27 0.04
H 0.07 0.06 -0.02
H 0.13 0.43 -0.18
H 0.43 -0.26 -0.09
C -0.13 -0.81 -0.26
C -0.42 0.63 0.74
C 0.68 -0.21 0.06
N -0.99 -0.31 -0.40
C 0.69 0.44 0.34
H 0.11 0.21 -0.04
H 0.15 0.01 -0.29
H 0.05 -0.05 -0.09
H -0.10 0.09 0.07
H -0.12 -0.01 -0.11
C 0.10 0.01 -0.50
C 0.28 0.38 0.72
C -0.14 -0.14 -0.21
N 0.43 0.29 0.44
C -0.40 -0.35 -0.12
H -0.12 -0.10 0.14
H -0.03 -0.16 -0.16
H -0.23 -0.19 -0.01
H 0.04 -0.20 -0.28
H 0.08 0.25 0.08
C -0.22 -0.19 -0.06
C -0.10 0.63 -0.42
C 0.63 -0.24 -0.08
N 0.08 0.19 0.41
C -0.30 -0.45 0.26
H 0.11 0.03 0.04
H -0.03 -0.12 0.10
H -0.32 0.05 0.01
H -0.17 -0.03 -0.22
H 0.15 0.16 -0.18
C 0.80 0.69 0.36
C -0.06 -0.93 -0.18
C -0.44 0.93 0.00
N 1.06 -0.30 -0.13
C -0.90 0.39 -0.15
H -0.15 -0.25 0.18
H 0.19 0.03 -0.25
H -0.19 -0.34 0.30
H -0.04 -0.03 0.02
H -0.06 -0.18 -0.21
C -1.52 0.17 0.41
C 1.32 0.02 -0.22
C -1.13 -0.14 -0.19
N 0.29 -0.02 0.26
C 0.57 0.04 -0.42
H 0.25 -0.05 0.07
H 0.09 0.04 0.10
H 0.05 0.02 0.01
H 0.27 0.12 0.13
H 0.10 0.00 -0.01